No. 1
Entry from the Open Molecules 2025 dataset: a structure of composition C62H60CsN5O3S3Te (wB97M-V/def2-TZVPD).

Summary:
energy = -4380.89707 Ha
net charge = -2
energy above the lowest of the compared OMol25 structures with the same formula, charge and spin = 14.7 kJ/mol
frontier orbital gap = 5.233 eV

Geometry as XYZ:
```
135
Properties=species:S:1:pos:R:3:mulliken_charge:R:1
Cs -0.1634 -0.6751 0.2648 0.84
Te -2.6633 5.2165 0.1970 0.20
S -3.4585 -1.6291 1.8423 0.88
S 0.0285 -3.8493 -0.5407 0.25
S 0.5128 0.3897 3.3606 -0.35
O -2.3458 -1.6781 0.8437 -0.55
O 1.5059 1.9248 -3.0365 -0.57
O 3.8128 4.2654 -5.5560 -0.73
N 2.2524 -1.8101 -1.2681 1.79
N -2.9502 1.7184 1.7866 -0.04
N 2.4408 0.4137 0.8798 0.98
N -1.1992 2.6279 -1.2836 0.30
N -2.4967 1.3836 2.9971 0.52
C 1.7069 3.6568 -4.6709 0.59
C -4.4558 6.1134 -3.7026 -0.47
C 1.6783 -4.1956 -0.9996 0.04
C -4.6630 1.5509 3.2535 -1.15
C 2.1228 -5.5274 -1.0680 -0.80
C -2.9072 -2.6077 3.2804 -1.40
C 4.9977 1.8980 -4.4135 -0.47
C -3.7799 -5.9746 -1.3146 -0.45
C -3.7080 -3.6159 -0.8504 0.19
C -0.8517 6.2911 -5.7658 -1.53
C -4.4743 -3.8071 0.2978 0.80
C 3.0208 0.4639 -0.4611 0.41
C -4.2025 -0.2764 -3.9685 -0.77
C -3.7012 5.1151 -1.6391 -0.36
C -1.7314 -6.0262 2.1920 -0.51
C 4.3261 -4.8861 -1.7596 -0.99
C 1.5656 4.2068 2.5591 -0.67
C 2.1318 1.6893 1.4437 -0.37
C -3.7995 6.2183 -2.4833 -0.35
C -3.6620 -4.9295 3.8496 -0.55
C -0.2237 3.5254 -0.6902 0.95
C -4.9072 -5.0918 0.6134 -0.44
C 1.0965 4.7610 -5.2890 -0.90
C -4.5717 -6.1683 -0.1919 -0.64
C 3.3681 -0.8892 -1.0765 -1.76
C -3.5539 -6.3091 3.7336 -0.61
C 2.6300 -3.1937 -1.3180 -0.92
C 3.7071 2.0344 -4.9059 0.80
C -2.2644 1.5199 -3.0589 0.80
C -4.9164 3.7986 -3.2592 -0.37
C 0.9942 2.8551 -3.7096 -1.05
C -2.4461 1.3071 -4.4201 -0.75
C -2.5888 -6.8590 2.9009 -0.44
C -4.2676 3.9066 -2.0358 0.22
C 3.0485 0.9223 -5.4156 0.01
C -0.2152 5.1098 -5.0822 0.56
C 1.2889 1.7776 2.5868 0.61
C -1.8263 -4.6512 2.3227 -0.06
C 1.0434 3.0501 3.1187 -0.63
C -4.8429 -2.6519 1.1832 -1.81
C 2.6399 2.8667 0.8891 -0.43
C 1.4428 -1.4591 -2.4428 -0.93
C 3.1011 3.4050 -5.0429 -0.24
C -3.4796 1.2691 3.9061 -0.44
C -4.0188 -0.0745 -2.6031 -0.70
C 3.9182 -3.5593 -1.7092 0.04
C -0.7052 4.9693 -0.6554 -1.48
C -0.3967 3.2371 -3.5276 0.44
C -5.0127 4.9029 -4.0941 -0.62
C -1.2418 2.4885 -2.5439 0.70
C 3.6837 -0.3090 -5.4555 -0.59
C -2.8002 -4.0929 3.1468 0.71
C -3.0578 0.8125 -2.1509 -0.57
C 3.4127 -5.8765 -1.4298 -0.55
C 2.3642 4.1146 1.4312 -0.68
C -3.3472 -4.6974 -1.6392 -0.77
C -0.9501 4.3025 -4.1894 -0.13
C -3.4117 0.4145 -4.8731 -0.96
C 3.2193 -0.4248 1.7881 -1.15
C 5.6246 0.6601 -4.4260 -0.71
C -4.2657 1.8155 1.9296 -0.25
C 4.9733 -0.4449 -4.9579 -0.28
H 2.0005 -1.6498 -3.3695 -0.01
H -4.5179 6.9754 -4.3555 0.38
H 3.9845 1.0032 -0.4404 0.12
H 5.4587 -1.4131 -4.9659 0.41
H -5.3192 2.8414 -3.5682 0.33
H 4.2837 -0.1328 1.7777 0.28
H -3.2642 1.0103 4.9296 0.50
H -0.9849 -6.4294 1.5190 0.45
H -3.5793 -2.3122 4.0897 0.55
H -2.8991 0.9814 -1.0910 1.03
H 2.7701 5.0023 0.9601 0.36
H -5.4937 -5.2528 1.5097 0.32
H -1.9298 -2.1508 3.4639 0.39
H -1.1824 7.0461 -5.0466 0.28
H 3.7032 -6.9217 -1.4551 0.33
H -5.5070 4.8176 -5.0542 0.38
H -1.7304 6.0008 -6.3500 0.30
H 5.3381 -5.1333 -2.0589 0.36
H -1.1527 -4.0232 1.7490 0.30
H 1.4021 -6.2953 -0.8118 0.33
H 0.5370 -2.0697 -2.4422 0.20
H -4.6272 -0.6200 -1.8900 0.45
H -1.8246 1.8429 -5.1264 0.52
H -4.1598 3.0344 -1.4042 0.21
H -3.3579 7.1619 -2.1869 0.42
H 3.2372 2.8234 -0.0099 0.32
H -0.7607 5.3960 -1.6568 0.35
H 2.0310 1.0295 -5.7718 0.33
H 3.1335 -1.4752 1.5041 0.12
H 4.1060 -1.3827 -0.4444 1.02
H 1.1732 -0.4010 -2.4416 0.35
H 0.7278 3.4877 -1.2304 -0.35
H -0.0403 3.1906 0.3322 -0.61
H -5.4294 -2.9744 2.0463 0.49
H 0.4018 3.1081 3.9893 0.34
H -3.5383 0.2552 -5.9374 0.39
H 2.8364 -0.3212 2.7984 0.51
H -4.9486 -0.9790 -4.3199 0.42
H -5.4222 -1.9051 0.6358 0.58
H -4.9038 -7.1636 0.0788 0.38
H -2.5086 -7.9350 2.8018 0.40
H -4.4165 -4.4984 4.5007 0.34
H -1.9990 4.5346 -4.0118 -0.11
H 1.3371 5.1725 2.9966 0.37
H -3.3475 -2.6291 -1.1048 0.30
H -4.2261 -6.9520 4.2900 0.34
H -2.6961 -4.5393 -2.4876 0.41
H 1.7133 5.3402 -5.9686 0.40
H 3.8649 -0.6502 -2.0295 -0.18
H -4.8739 2.1023 1.0847 0.48
H 5.5076 2.7713 -4.0264 0.41
H -3.4775 -6.8192 -1.9213 0.36
H -0.1414 6.7675 -6.4440 0.37
H 3.1643 -1.1726 -5.8523 0.33
H -5.6570 1.5688 3.6672 0.39
H 2.3525 1.0164 -1.1271 -0.53
H -0.0308 5.5739 -0.0507 0.70
H 4.6261 -2.7891 -1.9875 0.38
H -1.4927 1.1551 3.1337 -0.05
H 6.6246 0.5565 -4.0217 0.36
```

No. 2
Entry from the Open Molecules 2025 dataset: a cluster of 11 separate species, C62H79N7O18S2 in total (wB97M-V/def2-TZVPD).

Summary:
SMILES = O=[N+]([O-])c1ccccc1.O=[N+]([O-])c1ccccc1.O=[N+]([O-])c1ccccc1.O=[N+]([O-])c1ccccc1.O=[N+]([O-])c1ccccc1.O=[N+]([O-])c1ccccc1.O=[N+]([O-])c1ccccc1.O=S1(=O)CCCC1.O=S1(=O)CCCC1.CCCCCC.CCCCCC
energy = -4943.03980 Ha
frontier orbital gap = 8.974 eV

Geometry as XYZ:
```
168
Properties=species:S:1:pos:R:3:mulliken_charge:R:1
S 3.9497 4.7201 4.9974 1.07
S -6.0048 4.3411 5.7611 1.11
O 2.5692 -5.3941 -2.4089 -0.59
O -3.5473 -2.0069 10.3833 -0.57
O -2.1767 5.7995 -8.0708 -0.60
O -1.1047 -7.2257 9.3151 -0.57
O -0.0157 -0.0463 1.6804 -0.58
O 3.9651 -5.9885 -0.9107 -0.57
O -7.5752 -4.5359 -2.2525 -0.61
O 5.1242 3.9543 4.6962 -0.62
O -5.5838 -4.6804 -3.0690 -0.60
O 3.9976 5.8719 5.8917 -0.63
O -2.6726 -2.4846 8.5334 -0.55
O -7.2182 5.1076 5.6041 -0.65
O 1.6659 -1.1593 1.0139 -0.59
O -1.4474 6.2941 -9.9614 -0.58
O -4.7074 4.9955 5.9800 -0.64
O 7.2725 -0.8042 -8.9096 -0.56
O -1.4336 -9.3849 8.9198 -0.56
O 9.0685 0.1678 -8.2141 -0.57
N -1.1934 -8.2517 8.6072 0.95
N -2.3539 5.8872 -9.2391 0.93
N -6.3639 -4.4860 -2.1593 1.01
N 0.7183 -0.3983 0.7986 1.00
N 7.8753 0.1833 -8.4065 0.93
N 3.7392 -5.6020 -2.0540 0.97
N -2.5481 -2.0237 9.6531 0.90
C 4.6894 -5.1106 -4.3501 -0.28
C -1.3713 -9.0390 6.2584 -0.13
C -3.6930 5.6811 -9.7781 0.38
C 0.2680 1.7950 -2.9121 -0.39
C 5.4594 3.1249 -6.6098 -0.45
C 9.3670 0.1611 -1.2320 -0.32
C 14.1484 0.2067 -2.8397 -1.26
C 7.0058 1.2674 -7.8274 0.26
C 11.7481 0.1620 -2.1962 -0.70
C 4.8965 2.2583 -7.5902 -0.34
C 1.0058 -0.7139 9.8065 -0.52
C -0.2479 -1.1773 9.2812 -0.28
C -4.3765 -4.2834 -0.7452 -0.17
C 0.5165 0.2204 -0.5322 -0.02
C -5.9313 -3.7429 1.4306 -0.49
C 1.1894 -0.7940 11.2177 -0.33
C -5.7939 -4.2107 -0.8733 0.01
C 6.1943 -5.4810 -2.5099 -0.07
C -6.6664 1.7761 6.2797 -0.68
C 10.2715 0.5523 -2.3925 -0.64
C 6.7756 3.0086 -6.2810 -0.40
C 2.0521 4.3636 3.0232 -0.57
C -6.3598 3.0593 7.0341 -0.65
C 1.4342 0.0327 -1.6259 -0.37
C 3.2158 5.3503 3.4097 -0.74
C 1.3576 4.0308 4.3537 -0.58
C -0.6251 1.9380 -1.8850 -0.43
C -0.5058 -6.8246 6.5810 -0.27
C 5.6923 1.3749 -8.2475 -0.45
C -7.2335 3.0802 -2.8603 -1.33
C -9.5892 0.6996 -1.0369 -0.54
C 1.2825 0.8025 -2.8042 -0.44
C -7.7345 1.8604 -2.0916 -0.30
C -11.0438 0.6431 -0.7095 -0.75
C -1.1350 -8.9549 4.8780 -0.54
C -5.9758 5.2224 -9.4880 -0.26
C 0.1274 -1.2679 12.0584 -0.53
C -3.7415 -4.1710 0.5141 -0.59
C 7.0218 -4.8276 -4.6247 -0.24
C -5.8149 1.7733 4.9710 -0.55
C -9.0902 2.1451 -1.4948 -0.66
C -5.0340 5.1985 -11.6875 -0.30
C 4.8716 -5.3641 -2.9715 -0.02
C 7.5728 2.0684 -6.9226 -0.39
C 2.4717 3.5956 5.2920 -0.74
C 12.7013 0.4070 -3.3653 -0.38
C -0.5491 1.1817 -0.7232 -0.25
C -11.4786 1.1955 0.6637 -1.05
C -0.2542 -6.7188 5.1955 -0.55
C 7.9351 0.6090 -1.4085 -1.33
C -3.7540 5.5084 -11.1499 -0.44
C -0.5359 -7.7961 4.3590 -0.32
C -4.5791 -3.8657 1.5695 -0.37
C 5.7622 -4.7213 -5.1483 -0.58
C -5.9180 3.1531 4.3297 -0.74
C -6.1360 5.0396 -10.8444 -0.53
C -1.2348 -1.6109 10.1491 0.14
C 7.2527 -5.2964 -3.3438 -0.62
C -6.5819 -3.9361 0.2632 -0.32
C -4.7974 5.5426 -8.9486 -0.52
C -1.0439 -1.6147 11.5155 -0.25
C -1.0246 -8.0135 7.1492 -0.03
H -7.6795 1.0292 -2.7946 0.37
H -6.2309 1.0630 4.2565 0.33
H 14.8807 0.4935 -3.5944 0.39
H 9.9956 -0.1140 -3.2098 0.29
H 7.3063 0.2270 -0.6043 0.39
H 9.3883 -0.9203 -1.0968 0.30
H -4.0433 -3.7679 2.5021 0.39
H 8.2894 -5.3675 -3.0495 0.37
H 7.5395 0.1394 -2.3091 0.31
H -6.5425 -3.6306 2.3139 0.38
H -7.9231 3.4369 -3.6253 0.35
H -1.2371 2.8139 -2.0421 0.35
H -1.4763 -9.6590 4.1336 0.36
H 4.9039 3.8337 -6.0136 0.37
H 12.5600 1.4041 -3.7823 0.33
H -1.7951 -1.9688 12.2059 0.40
H 12.4601 -0.2540 -4.1978 0.33
H 6.4615 -5.7731 -1.5050 0.42
H 7.7327 1.6783 -1.3479 0.34
H 0.9928 4.9270 4.8555 0.28
H -11.5754 1.1358 -1.5236 0.37
H -2.6712 -4.3127 0.5416 0.45
H 3.7033 -5.1742 -4.7860 0.40
H 0.2774 -5.8500 4.8364 0.40
H 9.6956 0.7013 -0.3441 0.30
H -11.2574 0.3601 1.3280 0.28
H 14.4426 0.8623 -2.0202 0.35
H -0.2511 -5.9964 7.2257 0.46
H 8.5782 2.0123 -6.5321 0.46
H 0.2237 2.3795 -3.8192 0.40
H 7.8516 -4.5362 -5.2515 0.38
H 7.1592 3.6059 -5.4671 0.37
H 5.6118 -4.3243 -6.1414 0.42
H -6.9709 3.8960 -2.1868 0.32
H 11.8235 -0.8660 -1.8418 0.33
H -6.7323 4.9847 -8.7547 0.34
H -9.0138 0.5653 -0.1209 0.24
H -11.4766 -0.3532 -0.8003 0.39
H 1.4342 4.8760 2.2857 0.31
H 2.1532 -0.7733 -1.6278 0.47
H -1.8093 -9.9548 6.6270 0.40
H -4.7880 1.6543 5.3167 0.31
H -6.5589 0.8091 6.7709 0.36
H -5.1078 3.5278 3.7042 0.41
H -5.4682 2.8732 7.6328 0.34
H 5.1809 0.6541 -8.8682 0.39
H -1.2647 1.3753 0.0622 0.46
H -7.1343 1.7172 -1.1930 0.20
H 1.7826 -0.2546 9.2133 0.42
H -6.3030 2.8347 -3.3722 0.37
H 14.3800 -0.8246 -2.5735 0.31
H -6.9003 3.3766 3.9136 0.34
H 2.8111 6.3417 3.6129 0.36
H 0.2564 -1.3323 13.1287 0.37
H -11.0148 2.1297 0.9804 0.32
H -4.5695 5.6050 -7.8948 0.42
H 4.0177 5.4814 2.6832 0.42
H -9.1045 2.7745 -0.6050 0.28
H 10.1291 1.6029 -2.6455 0.36
H -7.6569 -3.8729 0.1811 0.49
H -0.3297 -1.1976 8.2045 0.44
H -7.7208 1.8229 6.0073 0.32
H 2.4434 3.5057 2.4764 0.28
H -2.8756 5.4941 -11.7780 0.42
H 2.0062 0.6562 -3.5924 0.39
H -12.5506 1.3116 0.5044 0.30
H -7.1700 3.4152 7.6706 0.40
H -0.3016 -7.6955 3.3096 0.39
H -3.6862 -4.5191 -1.5417 0.41
H 12.1313 0.8503 -1.4429 0.31
H 2.1286 -0.4725 11.6430 0.37
H 3.8378 2.2586 -7.8035 0.38
H -5.2471 5.0250 -12.7319 0.36
H -9.3173 -0.0331 -1.7967 0.42
H -9.7903 2.5806 -2.2078 0.41
H 0.4654 3.4067 4.4043 0.38
H 2.8138 2.6057 4.9902 0.34
H 2.3679 3.5826 6.3770 0.45
H -7.1062 4.6978 -11.1735 0.37
```

| no. | largest force on an atom (eV/Å) |
| --- | --- |
| 1 | 2.21 |
| 2 | 3.39 |